1.
The following is a quantum chemistry calculation of C27H35BF4MoN4P2 as an isolated structure, from OMol25.

CARTESIAN COORDINATES (ANGSTROEM)
1 Mo 1.855 -4.761 0.240
2 C 2.718 -4.348 -1.819
3 C 2.842 -3.219 -0.968
4 C 1.802 -2.137 -0.843
5 C 0.652 -2.345 0.196
6 C 0.033 -3.705 0.296
7 C -0.030 -4.620 -0.801
8 C 0.197 -4.220 -2.240
9 C 1.609 -4.517 -2.807
10 C 1.122 -6.268 1.507
11 H 3.598 -4.974 -1.996
12 H 3.801 -3.069 -0.451
13 H 1.368 -1.864 -1.823
14 H 2.337 -1.219 -0.519
15 H 1.016 -2.043 1.190
16 H -0.125 -1.598 -0.055
17 H -0.495 -3.942 1.224
18 H -0.641 -5.521 -0.687
19 H -0.079 -3.169 -2.431
20 H -0.501 -4.810 -2.861
21 H 1.638 -5.556 -3.177
22 H 1.738 -3.900 -3.723
23 H 1.635 -7.226 1.361
24 H 0.035 -6.402 1.527
25 H 1.475 -5.823 2.461
26 P -2.122 2.365 1.363
27 P 0.676 3.076 0.351
28 N -3.546 1.676 0.637
29 N -3.000 3.122 2.720
30 N 0.738 2.853 -1.391
31 N 2.113 4.072 0.450
32 C -2.005 3.868 0.269
33 C -0.583 4.449 0.352
34 C -3.504 0.398 0.052
35 C -4.668 0.211 -0.675
36 C -5.457 1.405 -0.542
37 C -4.746 2.288 0.257
38 C -2.799 2.673 4.035
39 C -3.489 3.509 4.905
40 C -4.137 4.515 4.110
41 C -3.829 4.245 2.780
42 C 1.002 1.594 -1.948
43 C 0.882 1.682 -3.330
44 C 0.521 3.032 -3.637
45 C 0.446 3.723 -2.442
46 C 2.574 5.105 -0.378
47 C 3.577 5.791 0.288
48 C 3.728 5.186 1.582
49 C 2.821 4.147 1.663
50 H -2.737 4.623 0.583
51 H -2.244 3.559 -0.764
52 H -0.408 5.157 -0.470
53 H -0.428 4.984 1.306
54 H -2.648 -0.232 0.225
55 H -4.923 -0.665 -1.251
56 H -6.424 1.590 -0.994
57 H -4.990 3.284 0.601
58 H -2.188 1.804 4.216
59 H -3.533 3.419 5.980
60 H -4.747 5.332 4.467
61 H -4.141 4.765 1.884
62 H 1.257 0.770 -1.302
63 H 1.036 0.880 -4.037
64 H 0.339 3.448 -4.625
65 H 0.221 4.768 -2.254
66 H 2.162 5.250 -1.368
67 H 4.138 6.637 -0.096
68 H 4.419 5.492 2.358
69 H 2.596 3.442 2.450
70 F 3.685 -7.020 -0.632
71 B 3.699 -8.421 -0.239
72 F 4.624 -9.134 -1.026
73 F 4.057 -8.513 1.141
74 F 2.386 -8.950 -0.423

Results
spin multiplicity = 3
calculated total energy = -2443.38968 hartree
largest force on an atom = 3.941 eV/Å
<S²> = 2.026
total charge = +2
LUMO (alpha / beta) = -9.392 / -9.587 eV

***

2.
The following is a quantum chemistry calculation of a 2-piece molecular cluster, C3H7BrS overall, from OMol25.

CARTESIAN COORDINATES (ANGSTROEM)
1 C 0.200 1.881 0.843
2 C 0.763 -1.904 -0.941
3 C -1.265 -0.210 -0.441
4 S -0.441 -1.502 0.378
5 Br -2.978 0.239 0.118
6 H 0.567 2.815 0.321
7 H -0.514 2.084 1.519
8 H 0.973 1.284 1.379
9 H 0.289 -1.683 -1.953
10 H 0.988 -2.935 -0.851
11 H 1.696 -1.353 -0.773
12 H -0.276 1.283 0.400

Results
calculated total energy = -3090.53215 hartree
largest force on an atom = 12.773 eV/Å
total charge = 0
LUMO = -0.441 eV
energy relative to the best compared isomer or geometry (same formula, charge and spin) = 460.06 kJ/mol

***

3.
The following is a quantum chemistry calculation of a 9-piece molecular cluster, C35H64FN3O18 overall, from OMol25.

CARTESIAN COORDINATES (ANGSTROEM)
1 C 5.729 1.319 -0.602
2 C 5.257 0.512 -1.825
3 C 4.312 1.283 -2.805
4 C 5.092 2.480 -3.240
5 N 5.820 3.319 -3.475
6 H 6.046 2.294 -0.995
7 H 6.325 0.668 0.022
8 H 4.856 1.615 -0.009
9 H 4.637 -0.357 -1.550
10 H 6.123 0.237 -2.475
11 H 3.346 1.557 -2.328
12 H 4.137 0.742 -3.772
13 C -2.953 -3.104 -3.850
14 C -2.180 -2.475 -2.712
15 C -2.828 -2.926 -1.309
16 C -4.101 -2.279 -1.235
17 N -5.150 -1.858 -1.448
18 H -3.201 -4.179 -3.658
19 H -2.341 -3.169 -4.714
20 H -3.851 -2.517 -4.114
21 H -2.116 -1.383 -2.815
22 H -1.147 -2.829 -2.715
23 H -2.193 -2.766 -0.462
24 H -3.027 -4.027 -1.438
25 C -7.852 2.334 -2.100
26 C -6.917 1.121 -2.207
27 C -5.483 1.504 -2.513
28 C -4.953 2.666 -1.766
29 N -4.556 3.514 -1.104
30 H -7.499 3.102 -1.414
31 H -8.806 2.102 -1.678
32 H -8.064 2.726 -3.045
33 H -7.328 0.568 -3.037
34 H -6.953 0.511 -1.380
35 H -5.345 1.802 -3.612
36 H -4.824 0.596 -2.367
37 C 0.625 -3.561 6.185
38 C -0.728 -3.229 5.463
39 O -0.604 -3.808 4.115
40 C -1.444 -3.332 3.164
41 O -2.293 -2.503 3.376
42 O -1.195 -3.778 1.914
43 C 0.112 -4.228 1.542
44 H 0.788 -4.636 6.202
45 H 0.691 -3.045 7.186
46 H 1.438 -3.199 5.564
47 H -0.800 -2.141 5.406
48 H -1.624 -3.618 5.868
49 H 0.737 -3.357 1.183
50 H -0.072 -4.948 0.760
51 H 0.645 -4.612 2.422
52 C 3.057 2.439 2.710
53 C 2.122 3.576 2.593
54 O 2.723 4.595 1.827
55 C 2.438 4.615 0.567
56 O 1.879 3.761 -0.104
57 O 3.063 5.702 0.005
58 C 2.853 5.746 -1.406
59 H 3.275 2.087 1.719
60 H 2.627 1.527 3.127
61 H 3.991 2.568 3.153
62 H 1.777 3.969 3.535
63 H 1.280 3.150 2.064
64 H 3.167 6.785 -1.648
65 H 1.784 5.671 -1.684
66 H 3.383 4.973 -1.937
67 C 2.424 -4.050 -4.319
68 C 2.957 -3.433 -3.008
69 O 4.125 -4.108 -2.654
70 C 4.203 -4.456 -1.363
71 O 3.373 -4.308 -0.471
72 O 5.434 -4.979 -1.248
73 C 5.957 -5.470 -0.022
74 H 2.117 -5.054 -4.057
75 H 3.159 -4.212 -5.187
76 H 1.481 -3.578 -4.727
77 H 2.223 -3.500 -2.161
78 H 3.191 -2.390 -3.111
79 H 6.840 -4.815 0.224
80 H 6.138 -6.520 -0.030
81 H 5.208 -5.335 0.779
82 C -3.058 0.849 5.677
83 C -2.111 1.413 4.706
84 O -2.898 2.287 3.886
85 C -2.181 3.123 3.062
86 O -1.000 3.035 2.952
87 O -2.967 3.926 2.335
88 C -2.176 4.611 1.326
89 H -3.538 1.769 6.175
90 H -2.626 0.194 6.445
91 H -3.788 0.352 5.040
92 H -1.708 0.674 4.043
93 H -1.218 1.972 5.123
94 H -1.799 3.798 0.764
95 H -1.419 5.250 1.798
96 H -2.984 5.136 0.841
97 C 2.123 -1.015 0.001
98 C 1.577 0.362 0.177
99 O 0.181 0.214 -0.243
100 C -0.710 -0.070 0.725
101 O -0.486 -0.220 1.894
102 O -1.911 -0.178 0.059
103 C -2.903 -0.275 1.051
104 H 3.123 -1.087 0.471
105 H 2.172 -1.285 -1.037
106 H 1.565 -1.724 0.586
107 H 1.915 1.132 -0.521
108 H 1.638 0.806 1.156
109 H -3.833 -0.205 0.614
110 H -2.887 0.608 1.717
111 H -2.852 -1.169 1.681
112 C -0.407 2.937 -2.208
113 C -1.521 1.844 -2.408
114 O -0.945 0.765 -3.045
115 C 0.386 1.063 -3.313
116 O 1.172 0.314 -3.768
117 O 0.705 2.314 -2.919
118 F -2.526 2.310 -3.239
119 H -0.012 3.124 -1.181
120 H -0.694 3.814 -2.759
121 H -1.939 1.566 -1.433

Results
calculated total energy = -2990.44476 hartree
largest force on an atom = 2.915 eV/Å
total charge = 0
LUMO = 0.336 eV
energy relative to the best compared isomer or geometry (same formula, charge and spin) = 208.73 kJ/mol
structure (SMILES) = O=C1OC[C@@H](F)O1.CCOC(=O)OC.CCOC(=O)OC.CCOC(=O)OC.CCOC(=O)OC.CCOC(=O)OC.CCCC#N.CCCC#N.CCCC#N

***

4.
The following is a quantum chemistry calculation of an isolated molecule of C4H11NO2, from OMol25.

CARTESIAN COORDINATES (ANGSTROEM)
1 C -0.210 0.337 -0.452
2 C 0.561 0.741 0.802
3 C 0.653 2.233 0.963
4 O 1.939 0.328 0.732
5 N 0.235 -0.970 -0.948
6 C -0.639 -2.106 -0.732
7 O -2.063 -1.828 -0.841
8 H -1.263 0.297 -0.175
9 H -0.201 1.172 -1.152
10 H 0.102 0.280 1.682
11 H -0.245 2.714 1.399
12 H 1.382 2.529 1.716
13 H 0.827 2.796 0.047
14 H 2.008 -0.376 0.086
15 H 0.404 -0.945 -1.945
16 H -0.502 -2.513 0.273
17 H -0.509 -2.876 -1.481
18 H -2.481 -1.812 0.026

Results
calculated total energy = -364.21128 hartree
largest force on an atom = 2.230 eV/Å
total charge = 0
LUMO = 0.760 eV
energy relative to the best compared isomer or geometry (same formula, charge and spin) = 149.38 kJ/mol
structure (SMILES) = C[C@H](O)CNCO

***

5.
The following is a quantum chemistry calculation of C3H11N3O as an isolated structure, from OMol25.

CARTESIAN COORDINATES (ANGSTROEM)
1 C -1.925 -0.502 1.964
2 N 0.455 1.339 0.019
3 C -0.573 1.244 0.804
4 N -0.652 0.244 1.759
5 H -1.898 -1.200 2.815
6 H -2.182 -1.064 1.048
7 H -2.754 0.195 2.177
8 H 1.068 1.762 1.058
9 H 0.054 0.826 -1.111
10 H -1.521 1.631 0.465
11 H 0.166 -0.411 1.725
12 N 1.981 -0.804 -0.944
13 C 0.692 -1.161 -1.541
14 O -0.026 -0.050 -1.995
15 H 2.769 -0.893 -1.615
16 H 1.893 0.177 -0.680
17 H 0.894 -1.899 -2.341
18 H 0.063 -1.663 -0.772

Results
spin multiplicity = 2
calculated total energy = -359.93127 hartree
largest force on an atom = 6.304 eV/Å
<S²> = 0.758
total charge = +1
LUMO (alpha / beta) = -4.194 / -8.326 eV
energy relative to the best compared isomer or geometry (same formula, charge and spin) = 480.97 kJ/mol

***

6.
The following is a quantum chemistry calculation of C31H55N4OP2Pd as an isolated structure, from OMol25.

CARTESIAN COORDINATES (ANGSTROEM)
1 Pd 0.129 -0.327 0.072
2 C 2.574 -0.178 3.613
3 C 3.288 0.142 2.302
4 C 4.112 -1.059 1.846
5 P 2.052 0.676 0.994
6 C 3.150 1.484 -0.281
7 C 2.414 2.658 -0.919
8 C 3.464 0.437 -1.349
9 C 1.269 2.059 1.892
10 C 2.028 3.112 2.376
11 C 1.482 4.102 3.181
12 C 2.293 5.278 3.623
13 C 0.161 3.932 3.607
14 C -0.613 2.892 3.149
15 C -0.121 1.976 2.193
16 N -0.860 0.984 1.647
17 C -2.204 0.845 1.604
18 C -3.134 1.905 1.686
19 C -4.487 1.676 1.582
20 C -5.000 0.391 1.405
21 C -6.469 0.132 1.325
22 C -4.101 -0.660 1.280
23 C -2.737 -0.459 1.359
24 P -1.500 -1.742 1.039
25 C -2.245 -3.148 0.047
26 C -2.802 -2.529 -1.236
27 C -3.221 -4.116 0.712
28 C -1.170 -2.458 2.726
29 C -0.935 -1.334 3.727
30 C 0.047 -3.369 2.596
31 H 3.308 -0.335 4.402
32 H 1.920 0.640 3.915
33 H 1.984 -1.088 3.516
34 H 3.953 0.998 2.468
35 H 3.462 -1.877 1.534
36 H 4.773 -0.802 1.022
37 H 4.729 -1.415 2.669
38 H 4.071 1.830 0.200
39 H 1.452 2.324 -1.312
40 H 2.235 3.452 -0.197
41 H 2.997 3.063 -1.745
42 H 2.536 -0.059 -1.649
43 H 3.914 0.906 -2.224
44 H 4.145 -0.328 -0.985
45 H 3.078 3.174 2.126
46 H 3.248 5.316 3.103
47 H 1.756 6.207 3.435
48 H 2.493 5.220 4.693
49 H -0.262 4.628 4.316
50 H -1.608 2.753 3.548
51 H -2.773 2.919 1.769
52 H -5.168 2.513 1.638
53 H -7.030 0.947 1.770
54 H -6.787 0.023 0.287
55 H -6.719 -0.795 1.837
56 H -4.493 -1.653 1.125
57 H -1.348 -3.732 -0.219
58 H -3.790 -2.111 -1.065
59 H -2.153 -1.711 -1.570
60 H -2.877 -3.265 -2.034
61 H -4.121 -3.623 1.065
62 H -3.518 -4.872 -0.015
63 H -2.764 -4.634 1.552
64 H -2.051 -3.031 3.035
65 H -0.185 -0.642 3.348
66 H -1.853 -0.779 3.908
67 H -0.586 -1.740 4.675
68 H 0.860 -2.813 2.119
69 H 0.378 -3.709 3.574
70 H -0.182 -4.246 1.992
71 O 1.068 -2.251 -1.350
72 H 1.530 -2.898 -0.805
73 H 0.320 -2.690 -1.768
74 C -2.661 2.995 -3.325
75 N -1.580 2.439 -2.542
76 C -1.725 2.675 -1.126
77 C -0.804 1.412 -2.986
78 N -0.334 0.521 -2.173
79 N -0.580 1.380 -4.349
80 C -0.033 0.170 -4.916
81 C -0.210 2.567 -5.094
82 H -3.611 2.807 -2.812
83 H -2.706 2.529 -4.306
84 H -2.542 4.077 -3.431
85 H -1.677 3.751 -0.928
86 H -0.919 2.169 -0.587
87 H -2.688 2.298 -0.768
88 H 0.334 -0.099 -2.631
89 H 1.052 0.082 -4.765
90 H -0.225 0.182 -5.987
91 H -0.535 -0.695 -4.485
92 H -0.533 3.470 -4.589
93 H -0.664 2.530 -6.086
94 H 0.877 2.608 -5.218

Results
calculated total energy = -2318.89796 hartree
largest force on an atom = 3.247 eV/Å
total charge = +1
LUMO (alpha / beta) = -4.225 / -4.234 eV
energy relative to the best compared isomer or geometry (same formula, charge and spin) = 192.40 kJ/mol

***

7.
The following is a quantum chemistry calculation of C23H34Br2N4OS4Ti as an isolated structure, from OMol25.

CARTESIAN COORDINATES (ANGSTROEM)
1 Ti -0.267 -0.250 0.644
2 C -2.156 -3.409 -1.604
3 C -2.866 -2.155 -1.125
4 S -2.360 -1.693 0.573
5 C -3.660 -0.522 1.053
6 C -3.818 0.618 0.062
7 S -2.221 1.461 -0.181
8 C -2.087 1.548 -2.008
9 C -0.638 1.481 -2.462
10 S 0.205 0.042 -1.728
11 C 0.791 -1.101 -3.028
12 C -0.211 -2.217 -3.279
13 S -0.368 -3.245 -1.798
14 H -2.601 -3.726 -2.549
15 H -2.296 -4.236 -0.906
16 H -3.942 -2.339 -1.056
17 H -2.690 -1.315 -1.796
18 H -3.372 -0.163 2.044
19 H -4.592 -1.077 1.171
20 H -4.533 1.352 0.432
21 H -4.173 0.268 -0.907
22 H -2.536 2.493 -2.315
23 H -2.670 0.731 -2.431
24 H -0.082 2.373 -2.177
25 H -0.584 1.392 -3.548
26 H 1.740 -1.486 -2.659
27 H 0.998 -0.490 -3.908
28 H 0.171 -2.829 -4.099
29 H -1.182 -1.830 -3.586
30 Br 0.668 6.184 2.017
31 C 0.619 4.371 1.698
32 C 1.332 3.805 0.636
33 C 1.229 2.454 0.411
34 N 0.496 1.631 1.195
35 C -0.134 2.174 2.274
36 C -0.121 3.522 2.532
37 C -0.772 1.160 3.157
38 C -1.280 1.422 4.404
39 C -1.688 0.353 5.216
40 Br -2.360 0.663 6.899
41 C -1.546 -0.954 4.726
42 C -1.057 -1.136 3.457
43 N -0.682 -0.109 2.661
44 H 1.957 4.415 -0.003
45 H 1.759 1.995 -0.413
46 H -0.648 3.932 3.382
47 H -1.340 2.433 4.782
48 H -1.817 -1.806 5.334
49 H -0.957 -2.132 3.045
50 C 2.867 -4.624 1.179
51 N 1.763 -3.646 1.281
52 C 0.442 -4.275 1.343
53 C 1.958 -2.347 1.238
54 O 0.930 -1.550 0.846
55 N 3.084 -1.734 1.559
56 C 3.447 -0.421 1.022
57 C 4.062 -2.276 2.523
58 H 2.541 -5.403 0.492
59 H 3.082 -5.077 2.145
60 H 3.756 -4.155 0.773
61 H 0.422 -4.954 2.196
62 H 0.273 -4.852 0.436
63 H -0.342 -3.533 1.446
64 H 2.796 -0.145 0.198
65 H 4.468 -0.474 0.642
66 H 3.410 0.332 1.810
67 H 3.603 -3.039 3.143
68 H 4.373 -1.450 3.161
69 H 4.941 -2.674 2.019

Results
calculated total energy = -8780.00483 hartree
largest force on an atom = 0.592 eV/Å
total charge = +4
LUMO = -13.601 eV
energy relative to the best compared isomer or geometry (same formula, charge and spin) = 0.00 kJ/mol

***

8.
The following is a quantum chemistry calculation of an isolated molecule of C24H29N3O3, from OMol25.

CARTESIAN COORDINATES (ANGSTROEM)
1 C -2.887 -1.533 0.278
2 N -4.482 -1.571 0.034
3 O -5.232 -2.487 0.263
4 O -4.866 -0.518 -0.503
5 H -2.539 -1.491 -0.746
6 H -2.687 -2.484 0.800
7 C 4.520 1.125 0.317
8 N 3.205 0.946 -0.249
9 C 3.025 1.107 -1.597
10 O 3.885 1.407 -2.411
11 C 1.566 0.858 -1.909
12 C 1.336 -0.320 -2.857
13 C 1.938 -0.107 -4.225
14 C 2.890 -1.014 -4.695
15 C 3.543 -0.787 -5.900
16 C 3.228 0.354 -6.654
17 C 2.212 1.226 -6.224
18 C 1.559 0.982 -5.013
19 N 1.004 0.566 -0.594
20 C -0.318 0.264 -0.387
21 C -0.932 0.040 0.803
22 C -2.426 -0.257 0.954
23 C -2.861 -0.261 2.393
24 C -4.232 -0.218 2.628
25 C -4.758 -0.381 3.905
26 C -3.903 -0.482 5.003
27 C -4.462 -0.630 6.385
28 C -2.523 -0.455 4.783
29 C -2.016 -0.439 3.489
30 C 1.991 0.621 0.512
31 C 2.151 -0.766 1.130
32 C 1.653 1.802 1.430
33 H 5.226 1.310 -0.499
34 H 4.534 1.978 1.007
35 H 4.839 0.229 0.863
36 H 1.105 1.773 -2.312
37 H 1.796 -1.197 -2.392
38 H 0.263 -0.516 -2.937
39 H 3.133 -1.875 -4.081
40 H 4.300 -1.487 -6.253
41 H 3.763 0.563 -7.585
42 H 1.936 2.094 -6.827
43 H 0.770 1.645 -4.662
44 H -0.924 0.213 -1.298
45 H -0.324 0.156 1.699
46 H -2.934 0.553 0.350
47 H -4.910 -0.028 1.798
48 H -5.837 -0.431 4.033
49 H -3.666 -0.642 7.125
50 H -5.170 0.150 6.663
51 H -4.998 -1.575 6.446
52 H -1.848 -0.470 5.638
53 H -0.953 -0.530 3.372
54 H 2.459 -1.459 0.339
55 H 2.913 -0.771 1.910
56 H 1.220 -1.144 1.535
57 H 1.753 2.719 0.843
58 H 0.639 1.779 1.805
59 H 2.332 1.862 2.276

Results
calculated total energy = -1321.82091 hartree
largest force on an atom = 2.578 eV/Å
total charge = 0
LUMO = 0.301 eV
energy relative to the best compared isomer or geometry (same formula, charge and spin) = 587.52 kJ/mol
structure (SMILES) = Cc1ccc([C@@H](/C=C/N2[C@H](Cc3ccccc3)C(=O)N(C)C2(C)C)C[N+](=O)[O-])cc1